C53H53N6O5P2Rb | the ωB97M-V functional and the def2-TZVPD basis

XYZ file:
```
120
Properties=species:S:1:pos:R:3:forces:R:3:mulliken_charge:R:1
Rb 1.9362 0.1054 0.4280 0.31 1.50 -0.52 0.83
O 6.4888 -0.4995 -1.6138 0.19 -0.23 0.03 -0.51
C 5.5435 -0.3364 -0.6761 -0.08 0.15 0.03 0.45
O 4.7885 0.5987 -0.6543 -0.02 -0.06 -0.07 -0.53
C 5.5717 -1.4694 0.3199 -0.12 -0.04 0.10 -0.36
O 4.4726 -1.3496 1.1705 0.11 0.02 -0.18 -0.27
C 4.1254 -2.5446 1.8556 -0.28 -0.14 0.15 -0.94
C 2.5842 -2.6076 2.0336 0.74 -0.27 0.12 -0.22
O 2.1619 -3.0411 3.1032 -0.08 -0.09 -0.06 -0.77
O 1.9498 -2.2387 1.0026 0.19 -1.29 0.58 0.56
H 6.4335 0.2317 -2.2423 -0.11 0.15 0.00 0.41
H 6.5254 -1.4375 0.8636 0.04 0.02 -0.06 0.45
H 5.5434 -2.4116 -0.2410 0.03 0.02 -0.03 0.25
H 4.6247 -2.6083 2.8246 0.00 0.08 -0.01 0.37
H 4.4045 -3.4228 1.2583 0.03 0.02 -0.01 0.30
C 3.7513 -4.0922 -3.8797 0.00 0.02 0.06 -0.73
C 3.5605 -3.8079 -2.5355 0.07 -0.17 -0.02 -0.71
C 3.0445 -2.5858 -2.1422 -0.13 0.40 0.04 1.01
C 2.7597 -1.6158 -3.1041 0.37 -0.94 -0.49 -0.57
C 2.9590 -1.9013 -4.4602 -0.13 0.23 0.15 -0.54
C 3.4389 -3.1384 -4.8420 0.06 -0.05 -0.01 -0.70
N 2.1951 -0.4086 -2.6650 -0.28 1.08 0.61 1.62
N 2.3439 0.5502 -3.4346 0.28 -0.92 -0.64 -0.91
C 1.7769 1.7850 -3.0854 -0.33 1.00 0.36 0.02
C 1.3888 2.5980 -4.1517 0.07 -0.24 0.01 -0.73
C 0.8908 3.8561 -3.8815 -0.04 0.08 0.09 -0.69
C 0.8336 4.2850 -2.5629 0.03 -0.05 -0.11 -0.48
C 1.2678 3.4144 -1.5755 -0.06 0.08 0.11 -0.55
N 1.7108 2.1881 -1.8189 0.20 -0.46 -0.14 0.46
H 4.1259 -5.0628 -4.1786 0.00 0.01 -0.01 0.42
H 3.7834 -4.5581 -1.7878 -0.04 -0.01 0.03 0.47
H 2.8490 -2.3816 -1.0935 -0.08 -0.01 0.03 0.04
H 2.7009 -1.1468 -5.1908 0.01 -0.03 -0.03 0.50
H 3.5639 -3.3669 -5.8928 0.01 0.01 0.01 0.40
H 1.4733 2.2227 -5.1621 0.04 0.00 0.00 0.50
H 0.5722 4.5042 -4.6873 -0.02 -0.02 0.00 0.40
H 0.4710 5.2728 -2.3131 0.01 -0.01 0.05 0.46
H 1.2639 3.7075 -0.5300 -0.03 -0.01 -0.02 0.45
C -2.2207 -2.7595 -0.2413 0.12 0.09 0.05 -2.25
N -3.0204 -1.5753 -0.4972 0.14 0.04 0.08 0.77
C -2.9127 -0.5272 0.4964 0.12 -0.09 -0.01 -2.56
P -1.4070 0.5723 0.1961 -0.73 0.62 -0.14 1.81
C -1.7850 0.9543 -1.5655 0.13 0.01 0.02 1.39
C -1.1185 0.1728 -2.5084 -0.03 0.00 0.02 -0.06
C -1.3361 0.3538 -3.8661 0.02 -0.04 -0.05 -0.48
C -2.2187 1.3289 -4.3028 -0.03 0.01 -0.03 -0.88
C -2.9048 2.0983 -3.3742 -0.04 0.03 -0.01 -0.93
C -2.6974 1.9073 -2.0163 0.08 -0.01 -0.03 -0.89
C -2.0143 2.0872 1.0435 0.04 0.02 -0.01 0.29
C -1.6752 3.3558 0.5673 -0.05 -0.04 0.04 -0.74
C -2.1130 4.4994 1.2132 0.01 0.03 -0.02 -0.63
C -2.8735 4.3998 2.3720 0.03 0.02 0.04 -0.94
C -3.1637 3.1479 2.8910 -0.01 0.03 0.05 -0.60
C -2.7325 2.0015 2.2356 -0.01 -0.06 -0.07 -0.81
C -4.1957 -1.7151 -1.2307 -0.15 0.01 -0.08 1.20
C -4.6521 -2.9732 -1.6490 0.08 -0.09 0.03 -0.82
C -5.8025 -3.1007 -2.4118 -0.06 0.05 -0.05 -0.66
C -6.5479 -1.9908 -2.7743 -0.02 -0.03 -0.03 -0.57
C -6.1142 -0.7403 -2.3564 -0.01 -0.04 0.00 -1.00
C -4.9611 -0.6003 -1.6064 -0.01 0.07 0.07 -0.06
P -0.4216 -2.3860 0.2826 -0.83 -0.84 -0.26 1.48
C -0.7379 -2.5142 2.0920 0.10 0.10 0.02 1.14
C -0.4696 -1.4096 2.8968 -0.03 -0.11 -0.06 -0.08
C -0.6778 -1.4565 4.2656 0.00 0.11 0.02 -0.64
C -1.1463 -2.6188 4.8555 -0.01 -0.01 0.01 -0.82
C -1.4489 -3.7145 4.0614 -0.02 -0.08 0.03 -0.91
C -1.2619 -3.6579 2.6893 0.02 0.12 0.00 -0.65
C 0.1525 -4.0692 -0.2098 0.07 0.04 0.03 1.06
C 0.7637 -4.9871 0.6428 0.06 0.08 0.00 -0.91
C 1.1879 -6.2182 0.1633 0.00 -0.06 -0.04 -0.87
C 1.0182 -6.5525 -1.1740 0.02 -0.05 0.05 -0.86
C 0.4485 -5.6315 -2.0386 0.04 0.04 -0.10 -0.83
C 0.0327 -4.3983 -1.5600 -0.04 -0.02 0.01 -0.33
H -2.1559 -3.3340 -1.1640 -0.03 0.08 0.07 1.00
H -2.6944 -3.3937 0.5216 0.00 -0.09 -0.08 0.67
H -2.8222 -0.9706 1.4949 -0.07 0.04 0.00 0.38
H -3.7985 0.1029 0.4873 -0.03 -0.01 0.01 1.29
H -0.4284 -0.5893 -2.1639 0.05 0.03 -0.03 -0.31
H -0.8089 -0.2629 -4.5853 0.00 0.00 0.02 0.50
H -2.3769 1.4887 -5.3623 -0.02 -0.03 0.01 0.41
H -3.6174 2.8427 -3.7088 0.01 0.00 0.01 0.48
H -3.2603 2.5026 -1.3094 0.02 0.04 0.04 0.46
H -1.0816 3.4416 -0.3334 -0.03 0.02 -0.05 0.68
H -1.8778 5.4752 0.8022 0.01 -0.01 0.00 0.57
H -3.2334 5.2927 2.8685 0.01 0.00 0.00 0.41
H -3.7403 3.0612 3.8038 0.01 -0.02 0.00 0.44
H -2.9622 1.0305 2.6588 -0.04 0.03 0.01 0.35
H -4.1206 -3.8701 -1.3652 0.00 0.03 -0.01 0.40
H -6.1237 -4.0893 -2.7161 0.01 -0.01 0.01 0.36
H -7.4455 -2.0961 -3.3691 0.00 0.00 0.01 0.39
H -6.6784 0.1454 -2.6227 0.02 0.01 -0.01 0.39
H -4.6435 0.3946 -1.3335 0.01 -0.02 0.02 0.16
H -0.0924 -0.5007 2.4453 0.08 0.05 0.06 -0.02
H -0.4548 -0.5878 4.8736 0.02 -0.01 0.00 0.49
H -1.2702 -2.6745 5.9296 -0.04 0.01 0.00 0.36
H -1.8253 -4.6231 4.5157 0.00 0.00 -0.01 0.42
H -1.5106 -4.5184 2.0815 0.03 -0.04 0.01 0.41
H 0.9309 -4.7320 1.6812 -0.03 0.03 0.05 0.39
H 1.6476 -6.9269 0.8418 0.00 0.02 0.01 0.47
H 1.3302 -7.5241 -1.5377 0.02 0.02 -0.01 0.39
H 0.3415 -5.8661 -3.0909 -0.02 0.01 0.01 0.46
H -0.3957 -3.6760 -2.2493 0.05 -0.05 -0.03 0.25
N 1.2068 2.4678 1.9455 -0.01 0.21 0.19 -0.55
C 1.3710 3.4540 2.5315 0.05 -0.11 -0.11 0.38
N 1.5978 4.5759 3.1808 0.04 -0.01 0.02 -0.08
C 1.9434 4.5658 4.6006 0.04 0.04 0.14 -0.79
C 0.9328 5.3972 5.4216 -0.09 -0.03 -0.14 -0.62
C -0.2872 5.7368 4.5686 0.11 0.13 0.03 -0.45
C 0.1390 6.5715 3.3597 -0.03 -0.15 0.04 -0.61
C 1.2835 5.8697 2.5883 -0.13 0.15 0.04 -0.40
H 2.9532 4.9700 4.7180 0.01 -0.07 -0.02 0.30
H 1.9604 3.5288 4.9290 0.00 -0.01 -0.02 0.40
H 1.3986 6.3260 5.7584 0.02 -0.02 0.03 0.33
H 0.6324 4.8420 6.3099 0.05 0.02 0.02 0.37
H -1.0151 6.2926 5.1612 -0.03 -0.03 -0.01 0.43
H -0.7694 4.8184 4.2314 -0.07 -0.03 0.00 0.05
H 0.4792 7.5497 3.7051 -0.02 0.02 -0.03 0.35
H -0.7155 6.7344 2.7022 0.02 0.02 -0.01 0.39
H 2.1900 6.4815 2.6085 0.00 -0.04 -0.04 0.36
H 1.0160 5.7061 1.5463 0.02 -0.01 0.00 0.05
```
Positions in Å, forces in eV/Å.

=====

C4H8O2 | the ωB97M-V functional and the def2-TZVPD basis

XYZ file:
```
14
Properties=species:S:1:pos:R:3:forces:R:3:mulliken_charge:R:1
O 2.2387 0.3425 -0.3973 -0.50 -0.06 -0.22 -0.45
C 1.1156 0.1264 -0.7843 0.26 0.04 0.09 -0.27
C -0.1221 0.2448 0.0606 0.11 0.07 0.10 0.26
C -1.3189 0.8809 -0.6745 0.05 0.37 -0.07 -0.47
O -1.9806 -0.3810 -0.8119 -0.15 -0.05 -0.08 -0.39
C -1.0074 -1.0197 0.0202 0.18 -0.31 0.18 -0.45
H 2.5136 -0.0848 1.9106 0.01 -0.02 0.12 -0.22
H 2.4924 -0.2729 2.6317 0.00 0.00 -0.03 0.21
H 0.9283 -0.1962 -1.8343 0.04 0.02 0.11 0.34
H 0.1264 0.6415 1.0467 -0.04 -0.07 -0.17 0.39
H -1.8934 1.5851 -0.0603 0.08 -0.11 -0.09 0.25
H -1.1043 1.3412 -1.6478 -0.03 -0.07 0.15 0.29
H -1.4169 -1.3011 0.9979 0.05 0.05 -0.14 0.24
H -0.5714 -1.9067 -0.4575 -0.07 0.14 0.06 0.30
```
Positions in Å, forces in eV/Å.

=====

Frontier orbital gap for the records above, in order: 6.44; 10.82 eV
E_tot for the records above, in order: -94232.307; -8370.112 eV
Energy relative to the best compared isomer or geometry (same formula, charge and spin) for the records above, in order: 25.2; 305.9 kJ/mol